Computed, not measured: C3H3BrClF as an isolated structure at a distorted geometry, with ωB97M-V with the def2-TZVPD basis set.

The relative energy (zero: lowest compared OMol25 entry of this formula, charge and spin) is 56.8 kcal per mole. The frontier orbital gap is 8.27 eV. Its largest force on an atom is 2.47 eV Å⁻¹.

```
9
Properties=species:S:1:pos:R:3:mulliken_charge:R:1
H 0.610 1.188 -0.773 0.4043
C -1.544 -0.430 -1.099 -0.0110
Br -2.658 1.039 -0.675 -0.0232
F 1.003 -1.419 -0.221 -0.2464
H 1.336 -0.808 1.492 0.3821
C 1.125 -0.300 0.581 -0.0806
Cl -2.118 -1.895 -0.466 -0.0037
C 0.998 0.943 0.205 -0.6414
H 1.248 1.681 0.957 0.2199
```